--- one ---
C3H11NO3 | ωB97M-V/def2-TZVPD

## Properties
SMILES: CCNC=O.O.O
HOMO-LUMO gap in eV: 10.3634
HOMO in eV: -9.576

Geometry as ORCA input:
```
! wB97M-V def2-TZVPD RIJCOSX def2/J DEFGRID3
* xyz 0 1
C -0.15482 0.42593 -1.25219
N 0.70008 0.65159 -0.17531
C 2.08446 1.06649 -0.22024
C 2.57660 1.39761 1.21274
O -0.36933 -0.64127 -1.74752
H -0.48776 1.38646 -1.68258
H 0.50103 0.11903 0.65211
H 2.68146 0.30230 -0.73766
H 2.15404 1.99353 -0.80221
H 2.33331 2.45315 1.32342
H 2.00563 0.84603 1.95502
H 3.65307 1.28022 1.28023
H -1.24574 -2.30794 -0.77499
H -1.50840 -3.57234 0.00724
O -1.13330 -2.68524 0.11880
H -3.15958 1.02968 1.86858
H -2.26734 0.25368 0.99494
O -3.06530 0.15584 1.48200
*
```

***

--- two ---
C3H11NO3 | ωB97M-V/def2-TZVPD

## Properties
SMILES: NCCC=O.O.O
HOMO-LUMO gap in eV: 10.4064
HOMO in eV: -9.754

Geometry as ORCA input:
```
! wB97M-V def2-TZVPD RIJCOSX def2/J DEFGRID3
* xyz 0 1
C -0.04036 -1.04364 2.12027
C 0.13701 -0.41649 0.71348
C -0.68219 0.82815 0.53236
O -1.24058 1.10210 -0.50314
N -1.35404 -0.96076 2.73718
H 0.65818 -0.50487 2.75437
H 0.26298 -2.09264 2.04860
H -0.08612 -1.05627 -0.14298
H 1.20206 -0.15507 0.61860
H -0.78560 1.49865 1.39592
H -2.11663 -1.20132 2.10272
H -1.55210 -0.02108 3.05215
H -1.06429 1.39740 -2.98452
H -0.01563 0.51652 -2.42117
O -0.24462 0.95751 -3.25758
H 2.58124 0.51270 -1.41938
H 2.59922 -0.68961 -2.31839
O 2.86179 -0.41133 -1.42932
*
```

***

--- three ---
C3H11NO3 | ωB97M-V/def2-TZVPD

## Properties
SMILES: C=CN=C.O.O.O
HOMO-LUMO gap in eV: 9.4231
HOMO in eV: -9.429

Geometry as ORCA input:
```
! wB97M-V def2-TZVPD RIJCOSX def2/J DEFGRID3
* xyz 0 1
C 2.18696 0.14860 0.15878
C 2.05040 -0.90265 -0.64116
C 0.78949 1.64570 1.12762
N 1.34534 1.32697 0.00868
H 2.61887 0.17013 1.15642
H 1.14823 -1.14250 -1.19431
H 2.59540 -1.82249 -0.43018
H 0.50585 0.80019 1.75412
H 0.15526 2.53632 1.18696
H -0.19540 1.22998 -1.17853
H -0.53726 0.00373 -1.91691
O -0.97824 0.75501 -1.49288
H -1.57673 -1.32478 0.40395
H -0.91074 -2.71261 -0.02747
O -0.75980 -1.79507 0.17433
H -2.34719 0.38299 -0.35732
H -3.08250 0.66193 1.00025
O -3.00795 0.03855 0.26765
*
```

***

--- four ---
C3H11NO3 | ωB97M-V/def2-TZVPD

## Properties
SMILES: CNC(C)=O.O.O
HOMO-LUMO gap in eV: 10.0333
HOMO in eV: -9.209

Geometry as ORCA input:
```
! wB97M-V def2-TZVPD RIJCOSX def2/J DEFGRID3
* xyz 0 1
C 1.48161 -1.94903 -1.07377
C 1.01674 -0.65059 -0.46814
N -0.20317 -0.22648 -0.99925
C -1.31885 -1.09172 -1.23069
O 1.36036 -0.19638 0.61066
H 1.57694 -1.77670 -2.14500
H 0.70653 -2.68121 -0.87719
H 2.35169 -2.26705 -0.49978
H -0.51566 0.66566 -0.64060
H -2.26108 -0.54492 -1.23858
H -1.21803 -1.72597 -2.11801
H -1.50088 -1.77153 -0.37606
H -2.86368 2.15318 0.60939
H -1.59477 2.09823 1.39117
O -2.15455 1.53763 0.83945
H 0.45066 1.41201 2.56574
H 1.19610 1.66134 1.26520
O 0.51684 2.02754 1.84814
*
```

***

Most stable one: four, least stable one: three.

***

--- one ---
C3H11NO3 | ωB97M-V/def2-TZVPD

## Properties
SMILES: NC(O)O.C=O.C
HOMO-LUMO gap in eV: 9.6773
HOMO in eV: -9.543

Geometry as ORCA input:
```
! wB97M-V def2-TZVPD RIJCOSX def2/J DEFGRID3
* xyz 0 1
C -0.15174 -1.56465 0.74390
N -1.37756 -1.14394 1.37416
O 0.66781 -0.44410 0.66814
O 0.51821 -2.61820 1.40201
H 0.95648 -2.24871 2.17995
H -0.34433 0.74823 -0.14648
H -0.39950 -1.96988 -0.24535
H -1.98254 -1.94081 1.53214
H -1.17184 -0.70953 2.26846
C 1.54242 1.36312 -1.47605
C -0.90477 1.57243 -0.77998
O 1.84770 0.16513 -1.46160
H 1.26426 -0.40716 -0.24484
H 1.71814 1.99186 -0.59510
H 1.38458 1.88271 -2.42760
H -1.02172 1.28772 -1.81947
H -1.87695 1.41070 -0.31395
H -0.66865 2.62507 -0.65833
*
```

***

--- two ---
C3H11NO3 | ωB97M-V/def2-TZVPD

## Properties
SMILES: OCCNCO.O
HOMO-LUMO gap in eV: 9.9285
HOMO in eV: -9.271

Geometry as ORCA input:
```
! wB97M-V def2-TZVPD RIJCOSX def2/J DEFGRID3
* xyz 0 1
C 0.44891 -1.00892 1.34257
C 0.45738 0.49977 1.84954
O -0.67783 1.35288 1.55600
N 0.25406 -1.29658 -0.00496
C 1.36961 -0.85729 -0.85525
O 2.66207 -1.42285 -0.48100
H -0.23869 -1.51319 2.01832
H 1.42540 -1.44796 1.64046
H 0.46389 0.55578 2.91318
H 1.42634 0.98734 1.47244
H -1.40984 0.79556 1.53882
H -0.70412 -0.92698 -0.30954
H 1.54892 0.29602 -0.83094
H 0.89085 -1.20676 -1.72921
H 2.32975 -2.27425 -0.05417
H -3.53098 1.71116 -3.58060
H -3.26592 3.25908 -3.50472
O -3.44981 2.49718 -2.98094
*
```

***

Most stable one: one, least stable one: two.

***

--- one ---
C2H3NOS | ωB97M-V/def2-TZVPD

## Properties
HOMO-LUMO gap (alpha / beta) in eV: 6.5370 / 6.5395
HOMO (alpha / beta) in eV: -7.959 / -7.960

Geometry as ORCA input:
```
! wB97M-V def2-TZVPD RIJCOSX def2/J DEFGRID3
* xyz 0 1
C -0.03232 0.53990 -1.35979
C 0.42505 -0.79784 0.62536
N 0.57923 -0.32679 -0.64765
O -0.28417 -0.36828 1.57160
S -1.04907 0.88609 2.32038
H -1.15820 0.87110 -1.19983
H 0.58171 0.93626 -2.18771
H 0.93778 -1.74044 0.87764
*
```

***

--- two ---
C2H3NOS | ωB97M-V/def2-TZVPD

## Properties
HOMO-LUMO gap in eV: 8.7973
HOMO in eV: -9.610

Geometry as ORCA input:
```
! wB97M-V def2-TZVPD RIJCOSX def2/J DEFGRID3
* xyz 0 1
C 1.56015 0.59143 0.05401
C -1.63639 -0.42237 0.12764
H 2.60116 0.79235 -0.21098
H 0.88132 1.55567 0.41730
H -2.61740 -1.11108 0.72214
N 1.30318 -0.72042 -0.39840
O -1.82243 0.80777 -0.49248
S -0.26959 -1.49334 -0.21924
*
```

***

--- three ---
C2H3NOS | ωB97M-V/def2-TZVPD

## Properties
SMILES: C=NOC=S
HOMO-LUMO gap in eV: 9.2863
HOMO in eV: -9.169

Geometry as ORCA input:
```
! wB97M-V def2-TZVPD RIJCOSX def2/J DEFGRID3
* xyz 0 1
C 1.62050 -0.36555 -0.06924
C -1.61804 0.49336 0.02797
H 2.54452 0.07177 -0.37353
H 1.65718 -1.41837 0.25969
H -1.35776 1.44466 0.22792
N 0.68317 0.36228 -0.07576
O -0.51305 -0.32440 0.07913
S -3.01652 -0.26374 -0.07617
*
```

***

Most stable one: three, least stable one: two.

***

--- one ---
C7H9N | ωB97M-V/def2-TZVPD

## Properties
HOMO-LUMO gap in eV: 5.0822
HOMO in eV: -7.275

Geometry as ORCA input:
```
! wB97M-V def2-TZVPD RIJCOSX def2/J DEFGRID3
* xyz 0 1
C -0.96929 0.70714 0.91429
C -2.33277 0.48453 0.64726
N -3.01585 -0.51161 0.16737
C 0.98681 0.20681 -0.39923
C 0.03538 -0.21733 0.34608
C -0.11772 -1.74140 0.59010
C 3.37538 0.77559 -1.03276
C 2.02138 0.62384 -1.19143
H -0.65357 1.74613 0.93695
H -3.03115 1.26442 1.00760
H -2.47040 -0.97821 -0.56709
H 0.83676 -2.24954 0.52480
H -0.63286 -1.96081 1.52576
H -0.74100 -2.18222 -0.19410
H 3.84041 0.96029 -0.07129
H 3.85004 1.30676 -1.85258
H 1.75258 0.94171 -2.20495
*
```

***

--- two ---
C7H9N | ωB97M-V/def2-TZVPD

## Properties
SMILES: C/C=C/c1ccc[nH]1
HOMO-LUMO gap in eV: 8.7778
HOMO in eV: -7.701

Geometry as ORCA input:
```
! wB97M-V def2-TZVPD RIJCOSX def2/J DEFGRID3
* xyz 0 1
C -0.34561 2.43313 0.91302
C -0.38778 2.49743 -0.47890
N -0.18517 1.14920 -0.95910
C 0.14197 0.33072 0.08721
C 0.15483 1.14615 1.24387
C 0.32339 -3.51043 -0.33851
C -0.24110 -2.08514 -0.29215
C 0.56314 -1.04678 -0.00315
H -0.65940 3.27680 1.56891
H -0.83680 3.18911 -1.09912
H -0.33945 0.72760 -1.89969
H 0.43698 0.96062 2.23263
H 0.04059 -3.88906 -1.32314
H -0.22629 -4.16200 0.39912
H 1.36932 -3.49336 -0.01430
H -1.31776 -2.12208 -0.48252
H 1.57587 -1.12257 0.54352
*
```

***

Most stable one: two, least stable one: one.